# 1
DFT (wB97M-V/def2-TZVPD) results for C14H18Cl2N2Os as an isolated structure in a non-equilibrium geometry.

Geometry as XYZ:
```
37
Properties=species:S:1:pos:R:3:mulliken_spin:R:1
C -2.37 0.83 -2.17 0.000
H -2.14 -1.20 -2.90 -0.001
C 0.38 0.04 -3.13 0.009
C 2.68 -1.43 0.43 0.767
C -2.14 -0.18 -3.32 0.006
N -0.74 -1.88 3.06 -0.016
H 0.21 2.25 1.94 0.005
C -0.18 -1.87 1.84 0.018
H -2.81 1.76 -2.56 0.001
C 0.09 0.83 -1.86 0.054
H 0.67 -1.00 -2.93 -0.011
H -0.72 -0.76 -4.82 -0.001
H 1.25 0.46 -3.63 0.025
Os 1.36 -0.39 -0.23 2.744
Cl 2.31 1.54 0.57 0.146
C -0.82 0.04 -4.08 0.008
H -1.14 -2.69 3.50 0.005
C -1.12 -0.11 4.80 0.003
H -1.55 -0.83 5.50 0.001
H -3.13 0.41 -1.49 0.000
H -1.17 1.86 -0.55 0.004
C -0.45 2.11 4.03 0.004
Cl 0.23 -2.23 -1.08 0.111
H -0.36 3.18 4.26 0.000
N 0.20 -0.64 1.49 0.065
H 3.64 -1.08 0.88 0.030
C -0.72 -0.58 3.56 -0.008
H -0.85 0.98 -4.66 -0.001
C -0.93 1.26 5.05 -0.003
H -0.05 -2.75 1.25 0.019
C -1.13 1.18 -1.42 0.021
C -0.17 0.23 2.57 0.022
H 2.63 -2.54 0.35 0.009
C -0.11 1.61 2.76 0.000
H 0.98 1.38 -1.45 -0.037
H -1.16 1.66 6.04 0.000
H -2.98 -0.13 -4.01 0.000
```

The total energy comes out at -1664.71946 Eh. As for the expectation value of S²: 6.01. Its highest occupied orbital energy (alpha / beta) is -5.73 / -8.50 eV. The value obtained for the HOMO-LUMO gap (alpha / beta) is 6.21 / 7.76 eV. The value obtained for the largest force on an atom is 6.1 eV/A. Its multiplicity is 5. For the LUMO energy (alpha / beta), the calculation gives 0.4786 / -0.7331 eV.

***

# 2
DFT (wB97M-V/def2-TZVPD) results for one molecule with the formula C14H18ClNO6S.

Geometry as XYZ:
```
41
Properties=species:S:1:pos:R:3:nbo_charge:R:1
H -1.43 -0.52 2.96 0.400
O 2.64 -0.03 3.02 -0.524
H -0.06 -2.79 -4.68 0.227
C 2.63 1.67 4.62 -0.428
N -1.02 0.36 2.68 -0.858
C 3.23 1.23 3.29 -0.070
H 3.32 -1.76 -1.98 0.218
O -1.10 -1.92 -3.22 -0.493
C -2.22 -1.51 -1.25 -0.261
H 4.31 1.08 3.32 0.195
H -0.45 1.83 -0.62 0.258
H 2.99 1.94 2.49 0.159
O 2.39 -1.68 -4.03 -0.591
C 0.00 -1.86 -4.09 -0.174
C 0.36 0.27 2.27 -0.258
C -0.65 0.17 -1.96 -0.129
H 3.15 1.19 5.44 0.205
O -3.35 1.07 2.18 -0.930
C -1.84 0.40 0.11 -0.361
O 1.28 -2.07 -2.11 -0.519
H -3.23 -1.13 0.60 0.240
C 1.37 -1.85 -3.42 0.778
C -0.93 0.89 -0.81 -0.198
H 0.60 1.25 1.83 0.219
H 0.82 0.76 5.46 0.221
H -0.06 -1.02 -4.79 0.220
H 2.36 -1.38 -0.52 0.197
H -2.71 -2.45 -1.46 0.235
O -1.46 2.55 1.58 -0.937
H 1.07 -0.97 3.88 0.178
H 2.67 2.75 4.75 0.219
C 1.30 0.01 3.46 0.095
C 1.19 1.14 4.51 -0.437
H 0.53 -0.50 1.51 0.189
S -2.02 1.24 1.68 2.328
C 2.49 -2.07 -1.35 -0.271
C -1.27 -1.07 -2.19 0.391
Cl 0.49 0.89 -3.06 0.023
C -2.50 -0.79 -0.11 -0.173
H 2.66 -3.08 -0.98 0.194
H 0.51 1.90 4.15 0.222
```

The total energy comes out at -1908.82678 Eh. Its highest occupied orbital energy is -9.23 eV. The value obtained for the HOMO-LUMO gap is 9.73 eV. The value obtained for the largest force on an atom is 0.9 eV/A. As for the SMILES: COC(=O)COc1ccc(S(=O)(=O)NC[C@@H]2CCCO2)cc1Cl. For the LUMO energy, the calculation gives 0.4987 eV.

***

# 3
DFT (wB97M-V/def2-TZVPD) results for C14H18FeN2O4 as an isolated structure in a non-equilibrium geometry.

Geometry as XYZ:
```
39
Properties=species:S:1:pos:R:3:mulliken_spin:R:1
C 0.33 1.38 2.84 0.005
C 2.02 1.53 -0.19 -0.005
C -3.21 0.49 -1.23 0.017
Fe 0.49 -0.88 0.57 3.792
H 1.25 0.92 3.30 0.004
H 0.07 2.49 4.67 0.000
C 1.07 -3.54 0.11 0.003
C -1.42 -1.43 -1.68 -0.021
H -0.32 -4.44 1.48 0.004
O -0.27 -2.41 1.85 0.061
C 2.60 2.68 -0.69 0.006
C -2.10 0.30 -0.41 -0.023
C 1.80 2.07 -2.83 0.005
O -0.16 0.49 1.91 0.086
H -2.02 0.83 0.54 -0.004
C -3.47 -0.39 -2.27 -0.028
H -0.62 -2.15 -1.88 0.000
C 2.49 2.97 -2.05 -0.009
H 1.78 -4.39 0.04 0.006
C -0.56 1.81 4.02 0.003
H 0.22 -3.68 -0.61 -0.005
H 3.15 3.33 -0.02 0.000
H -1.33 2.53 3.59 0.000
O -1.21 0.90 4.76 0.000
C 0.37 -3.56 1.46 0.003
O 1.74 -2.36 -0.17 0.069
H -3.88 1.33 -1.08 0.001
H 1.08 -3.85 2.28 -0.004
H 2.90 3.91 -2.41 -0.002
C -2.55 -1.41 -2.47 0.016
H 0.79 0.22 -2.88 0.000
N -1.20 -0.65 -0.61 0.020
H 2.20 1.30 0.85 0.003
H 1.56 2.16 -3.88 0.000
H -4.36 -0.19 -2.85 -0.005
N 1.38 0.62 -0.94 0.010
H -2.68 -2.17 -3.24 0.002
H 0.75 2.30 2.36 0.006
C 1.30 0.91 -2.23 -0.015
```

The total energy comes out at -2218.30384 Eh. As for the expectation value of S²: 6.04. Its highest occupied orbital energy (alpha / beta) is 1.04 / 1.04 eV. The net charge is -2. The value obtained for the HOMO-LUMO gap (alpha / beta) is 3.47 / 3.48 eV. The value obtained for the largest force on an atom is 2.3 eV/A. Its multiplicity is 5. For the LUMO energy (alpha / beta), the calculation gives 4.5179 / 4.5182 eV.

***

# 4
DFT (wB97M-V/def2-TZVPD) results for one molecule with the formula C14H18N2O3 in a non-equilibrium geometry.

Geometry as XYZ:
```
37
Properties=species:S:1:pos:R:3:nbo_charge:R:1
H 1.11 -1.91 -0.95 0.375
H -1.27 -1.24 5.06 0.239
C 2.76 -0.05 -4.10 -0.216
H 1.00 -0.19 4.49 0.228
H 1.30 -1.58 -3.52 0.220
H -2.29 -1.77 2.60 0.211
C -3.54 -0.19 2.78 0.792
C 3.08 1.37 -4.05 -0.221
C 2.10 2.28 -3.66 -0.213
H -1.52 0.51 4.58 0.224
H 0.14 1.35 2.86 0.206
H 2.26 3.26 -4.08 0.217
H -1.45 0.72 -1.94 0.236
C 0.21 -0.62 3.77 -0.411
O -3.92 -0.30 1.54 -0.675
C -1.01 -0.70 0.57 0.710
H 0.92 -0.04 1.77 0.243
C 1.54 -0.46 -3.53 -0.225
C -0.55 -0.02 -2.03 -0.442
C -1.22 -0.56 4.11 -0.433
C 0.20 0.31 2.53 -0.224
H 0.43 -1.61 3.40 0.209
H 3.47 -0.78 -4.50 0.223
C -2.07 -0.75 2.86 -0.177
O -4.01 0.54 3.56 -0.547
H 0.52 0.81 -0.22 0.187
H 4.19 1.69 -4.26 0.223
N -1.05 -0.21 1.85 -0.443
C 0.57 0.48 -2.96 -0.044
H 0.16 2.83 -2.80 0.244
O -1.77 -1.53 0.06 -0.683
N 1.16 -1.00 -0.37 -0.848
H -3.41 -1.04 1.07 0.517
C 0.82 1.84 -3.00 -0.237
H 1.82 -0.27 -0.78 0.382
C 0.10 -0.11 -0.55 -0.080
H -0.78 -1.07 -2.16 0.232
```

The total energy comes out at -879.39299 Eh. Its highest occupied orbital energy is -9.08 eV. The value obtained for the HOMO-LUMO gap is 9.76 eV. The value obtained for the largest force on an atom is 5.8 eV/A. As for the SMILES: N[C@@H](Cc1ccccc1)C(=O)N1CCC[C@H]1C(=O)O. For the LUMO energy, the calculation gives 0.6853 eV.

***

# 5
DFT (wB97M-V/def2-TZVPD) results for one molecule with the formula C14H18N2O5 in a non-equilibrium geometry.

Geometry as XYZ:
```
39
Properties=species:S:1:pos:R:3:nbo_charge:R:1
C -0.65 1.89 -3.05 -0.192
H 2.28 0.23 -2.28 0.244
O 2.58 -2.18 -3.06 -0.693
H 3.03 -3.00 -2.81 0.504
O -0.87 -2.64 5.42 -0.700
H -2.30 -0.96 3.21 0.235
H -2.24 3.44 -3.37 0.225
O -1.82 -3.66 3.63 -0.570
O 1.46 -3.23 -1.55 -0.577
C 0.79 2.44 -1.26 -0.227
C 1.23 0.22 -2.57 -0.431
C 0.09 3.64 -0.97 -0.232
H 0.18 4.23 -0.07 0.223
H -1.72 4.84 -1.54 0.216
C -1.38 -2.69 4.16 0.810
H -0.82 -0.65 4.17 0.216
H -1.24 1.21 -3.72 0.211
C 0.33 -0.21 1.62 -0.132
H -0.97 1.13 2.14 0.363
H 1.08 0.11 -3.70 0.236
H -0.29 -1.23 -2.58 0.248
C 0.62 -1.06 -1.99 -0.156
H 1.51 2.04 -0.67 0.201
H -1.19 -3.43 5.94 0.500
N 0.11 -0.82 -0.60 -0.649
H -0.39 1.65 0.78 0.378
C -1.36 3.05 -2.85 -0.249
C -1.03 3.92 -1.83 -0.185
H -0.66 -2.08 1.46 0.239
H -0.66 -0.12 -0.36 0.444
H 0.46 -1.93 2.46 0.218
O 2.15 -1.07 0.36 -0.576
C 1.06 -0.63 0.41 0.662
H 1.02 0.13 2.43 0.193
C 1.57 -2.16 -2.11 0.783
C -0.39 -1.40 2.24 -0.406
N -0.71 0.80 1.27 -0.857
C -1.35 -1.29 3.47 -0.503
C 0.49 1.48 -2.22 -0.016
```

The total energy comes out at -1029.94233 Eh. Its highest occupied orbital energy is -9.39 eV. The value obtained for the HOMO-LUMO gap is 9.94 eV. The value obtained for the largest force on an atom is 5.1 eV/A. As for the SMILES: N[C@@H](CCC(=O)O)C(=O)N[C@@H](Cc1ccccc1)C(=O)O. For the LUMO energy, the calculation gives 0.5523 eV.

***

# 6
DFT (wB97M-V/def2-TZVPD) results for one molecule with the formula C14H18N2O5S in a non-equilibrium geometry.

Geometry as XYZ:
```
40
Properties=species:S:1:pos:R:3:nbo_charge:R:1
C -3.03 1.82 0.22 -0.236
H 3.92 1.70 1.30 0.222
O -5.17 0.87 0.56 -0.478
N 5.67 0.62 -0.98 -0.820
H 0.97 -2.09 0.61 0.227
C 3.05 -1.50 0.36 -0.423
H 6.66 0.61 -1.17 0.402
O 1.08 1.50 -1.23 -0.949
C -5.85 -0.34 0.81 -0.098
C -5.52 -1.36 -0.27 -0.099
C 3.38 0.76 1.37 -0.414
C -1.69 1.69 -0.10 -0.193
O -4.14 -1.66 -0.25 -0.490
H 3.21 0.35 -0.74 0.218
C -1.19 0.44 -0.43 -0.329
C -3.35 -0.55 -0.17 0.281
H 1.73 -1.51 2.11 0.204
H 5.08 1.19 -1.55 0.397
C 1.87 1.02 1.44 -0.225
C -2.00 -0.67 -0.47 -0.235
H 2.94 -2.00 -0.60 0.227
S 0.56 0.25 -0.75 2.320
H 1.61 1.93 0.91 0.232
C 5.17 -0.23 -0.05 0.688
H 1.54 1.11 2.48 0.199
O 0.76 -0.92 -1.56 -0.941
H -3.46 2.77 0.49 0.232
C -3.86 0.70 0.21 0.223
O 5.88 -0.97 0.59 -0.622
H -6.04 -2.31 -0.10 0.205
C 3.67 -0.12 0.14 -0.322
H -5.80 -0.96 -1.25 0.182
H -6.92 -0.10 0.82 0.205
C 1.67 -1.36 1.03 -0.226
H -1.03 2.54 -0.11 0.237
H -1.59 -1.62 -0.76 0.247
H 3.72 -2.09 0.99 0.235
N 1.10 -0.05 0.81 -0.680
H 3.73 0.23 2.26 0.214
H -5.55 -0.74 1.79 0.182
```

The total energy comes out at -1428.18229 Eh. Its highest occupied orbital energy is -8.69 eV. The value obtained for the HOMO-LUMO gap is 9.38 eV. The value obtained for the largest force on an atom is 1.1 eV/A. As for the SMILES: NC(=O)C1CCN(S(=O)(=O)c2ccc3c(c2)OCCO3)CC1. For the LUMO energy, the calculation gives 0.6880 eV.